A molecular structure, C42H41N6O2ReSb. Source: the Open Molecules 2025 dataset; level of theory: ωB97M-V/def2-TZVPD.

Geometry as XYZ:
```
93
Properties=species:S:1:pos:R:3:forces:R:3
Re -0.245653 -0.391650 -0.143304 -0.0381 -0.1868 -0.4265
C 3.170212 -0.494503 1.375475 0.0021 0.0153 0.0073
C 3.119833 -0.660248 -0.108996 0.0018 -0.0153 0.0066
C 4.210535 -1.189268 -0.798655 0.0003 -0.0059 -0.0068
C 4.239597 -1.150657 -2.177401 -0.0049 -0.0047 0.0150
C 3.214588 -0.490712 -2.852745 0.0051 -0.0112 0.0019
C 2.146176 -0.025483 -2.117091 0.0099 -0.0105 -0.0245
N 2.059558 -0.185632 -0.783351 0.0132 0.0254 0.0124
Sb 0.828225 1.466564 -2.896554 0.0154 0.0616 0.0163
C 0.624795 2.345224 -0.892981 -0.0093 -0.0088 0.0211
C 0.998275 3.666662 -0.824810 -0.0015 -0.0019 -0.0163
C 1.060954 4.317514 0.409277 -0.0041 -0.0065 0.0180
C 0.789196 3.597265 1.543573 -0.0040 0.0145 -0.0112
C 0.414376 2.255472 1.447689 0.0060 0.0166 -0.0045
C 0.180607 1.473714 2.692703 0.0049 -0.0198 -0.0089
N 0.286841 1.662086 0.251288 0.0298 0.0671 0.0770
C -1.150139 0.654439 -2.736880 -0.0204 -0.0451 -0.0315
C -1.981144 0.683537 -3.832044 -0.0107 -0.0075 -0.0054
C -3.358924 0.761490 -3.626194 -0.0020 0.0130 -0.0111
C -3.822936 0.946151 -2.344033 0.0160 -0.0191 0.0083
C -2.947023 0.896397 -1.260275 0.0053 0.0285 -0.0483
C -3.456265 1.234363 0.102103 0.0224 -0.0873 0.0362
N -1.639295 0.640620 -1.470264 -0.0122 0.0644 0.0438
H 3.673915 -1.330001 1.856047 0.0038 0.0163 -0.0107
H 2.186257 -0.381511 1.822533 0.0069 0.0025 -0.0019
H 3.752852 0.406595 1.587418 -0.0019 0.0035 -0.0016
H 5.032944 -1.610230 -0.235393 -0.0019 0.0007 0.0000
H 5.075155 -1.571634 -2.721059 -0.0009 0.0017 -0.0006
H 3.261124 -0.337104 -3.922579 -0.0015 0.0017 0.0003
H 1.256236 4.200552 -1.730002 0.0015 -0.0007 0.0001
H 1.345329 5.359823 0.467853 -0.0013 -0.0014 -0.0025
H 0.864913 4.043847 2.525575 0.0005 -0.0011 -0.0006
H 1.024692 1.609588 3.370673 0.0034 -0.0017 -0.0025
H 0.057567 0.400190 2.521970 -0.0019 0.0047 0.0005
H -0.704436 1.850452 3.206990 -0.0030 0.0100 0.0065
H -1.568940 0.697439 -4.832134 0.0022 0.0031 0.0013
H -4.041771 0.764640 -4.465605 0.0008 -0.0083 0.0008
H -4.870088 1.138488 -2.153387 0.0004 -0.0044 0.0033
H -3.974346 2.193816 0.040696 0.0056 -0.0161 0.0021
H -2.652838 1.320240 0.829085 0.0270 -0.0170 0.0212
H -4.170171 0.489137 0.452015 -0.0008 -0.0189 0.0151
O 0.015286 -2.089010 -1.405411 -0.0050 0.1376 0.1991
C 0.555200 -2.761394 -0.457424 -0.0420 -0.0039 -0.0249
N 0.977667 -4.002963 -0.423146 0.0266 0.0288 0.0004
C 1.503505 -4.309178 0.919560 -0.0465 -0.0082 0.0094
C 1.279805 -2.937103 1.634182 0.1013 0.0245 -0.0520
O 1.587844 -2.673634 2.757034 -0.0301 -0.0313 0.0119
N 0.703108 -2.078059 0.693010 0.0143 -0.1072 0.1688
C 0.649813 -5.361975 1.618512 0.0166 -0.0007 -0.0072
C 1.181056 -6.080750 2.682979 -0.0006 0.0105 0.0018
C 0.386979 -6.980462 3.377973 0.0012 0.0001 -0.0024
C -0.937643 -7.172729 3.011847 0.0044 -0.0041 0.0037
C -1.469052 -6.459018 1.948248 -0.0060 0.0069 -0.0008
C -0.681104 -5.550565 1.256246 -0.0111 -0.0122 -0.0016
C 2.985316 -4.666831 0.826414 0.0045 0.0018 0.0106
C 3.932237 -4.184275 1.722917 -0.0026 0.0020 -0.0074
C 5.266662 -4.553475 1.595363 0.0050 -0.0029 0.0011
C 5.665633 -5.406851 0.579563 0.0078 0.0067 0.0049
C 4.719798 -5.908182 -0.304909 -0.0115 0.0014 0.0026
C 3.389733 -5.543391 -0.178017 0.0128 -0.0159 -0.0124
H 0.874204 -4.661143 -1.177951 -0.0022 -0.0102 0.0035
H 2.215675 -5.944444 2.968984 -0.0012 0.0031 0.0021
H 0.808421 -7.538952 4.202915 0.0000 0.0009 -0.0012
H -1.551180 -7.882582 3.550120 0.0005 0.0020 -0.0020
H -2.499653 -6.607711 1.653548 0.0035 -0.0010 0.0020
H -1.121520 -4.990775 0.438717 0.0074 -0.0008 0.0078
H 3.631470 -3.547794 2.543028 0.0046 -0.0135 -0.0048
H 5.992207 -4.180584 2.306609 -0.0002 -0.0021 0.0004
H 6.703637 -5.696625 0.486930 -0.0016 -0.0009 0.0005
H 5.015404 -6.595021 -1.086677 -0.0004 0.0013 0.0015
H 2.667060 -5.974556 -0.861445 -0.0078 0.0055 0.0042
C -1.214177 -2.910389 3.684041 -0.0069 -0.0402 0.0260
N -1.041761 -1.471418 3.499691 0.0152 0.0044 0.0031
C -0.741592 -0.881155 4.799414 -0.0108 0.0183 0.0378
C -2.247035 -0.877853 2.943173 -0.0664 0.0233 -0.0435
C -2.690009 -1.529149 1.653483 -0.0189 0.0635 0.0175
C -3.848616 -2.301750 1.744192 -0.0072 0.0022 -0.0046
C -4.408138 -2.940160 0.652089 0.0117 -0.0029 0.0036
C -3.798288 -2.801760 -0.582553 -0.0059 -0.0052 0.0024
C -2.648305 -2.037757 -0.692642 -0.0374 0.0281 -0.0226
C -2.055775 -1.382585 0.403568 -0.0097 0.0279 0.0190
H -0.330467 -3.321998 4.166426 0.0010 0.0048 -0.0017
H -1.346227 -3.413568 2.728284 -0.0055 -0.0011 -0.0232
H -2.089817 -3.136049 4.312732 0.0063 0.0114 -0.0057
H 0.215657 -1.258872 5.157301 0.0003 -0.0017 -0.0098
H -1.512268 -1.124486 5.545827 0.0023 -0.0097 -0.0126
H -0.686077 0.204657 4.736298 0.0044 0.0012 -0.0150
H -2.077116 0.191079 2.787615 0.0113 -0.0090 -0.0021
H -3.085051 -0.946183 3.655873 0.0184 -0.0044 0.0083
H -4.323406 -2.398226 2.712969 -0.0004 -0.0026 -0.0036
H -5.307393 -3.530886 0.765516 0.0010 0.0044 -0.0012
H -4.211339 -3.278725 -1.462137 0.0027 0.0021 0.0033
H -2.216147 -1.952409 -1.681207 -0.0113 0.0164 0.0052
```
Positions in Å, forces in eV/Å.

Results
**DFT total energy**: -2422.11129 a.u.
**Spin multiplicity**: 4
**Max |F|**: 0.009 hartree/bohr
**Gap between HOMO and LUMO (spin up / spin down)**: 7.341 / 6.154 eV
**Charge**: +2
**<S²>**: 3.777
**HOMO level (spin up / spin down)**: -13.10 / -13.09 eV